[1]
{"formula": "C24H29N2O3Ti", "method": "ωB97M-V/def2-TZVPD", "species": ["Ti", "C", "C", "O", "C", "C", "C", "N", "N", "C", "O", "C", "C", "C", "C", "C", "C", "H", "H", "H", "H", "H", "H", "H", "H", "H", "H", "H", "H", "C", "C", "C", "C", "C", "C", "C", "C", "C", "C", "C", "C", "O", "H", "H", "H", "H", "H", "H", "H", "H", "H", "H", "H", "H", "H", "H", "H", "H", "H"], "positions_angstrom": [[-0.765, 0.089, 1.182], [-1.286, -3.144, 3.697], [-0.455, -2.155, 2.963], [-1.106, -1.075, 2.539], [0.881, -2.284, 2.737], [1.703, -1.252, 2.190], [3.186, -1.337, 2.325], [1.161, -0.195, 1.634], [1.976, 0.895, 1.348], [1.233, 1.939, 1.201], [-0.101, 1.813, 1.314], [1.774, 3.268, 0.909], [3.136, 3.425, 0.651], [3.639, 4.682, 0.374], [2.792, 5.784, 0.356], [1.438, 5.629, 0.614], [0.925, 4.372, 0.889], [-1.781, -2.653, 4.536], [-0.684, -3.971, 4.063], [-2.065, -3.530, 3.037], [1.376, -3.162, 3.121], [3.485, -2.324, 2.668], [3.529, -0.588, 3.041], [3.663, -1.103, 1.375], [3.785, 2.560, 0.668], [4.694, 4.807, 0.172], [3.190, 6.766, 0.139], [0.781, 6.489, 0.603], [-0.129, 4.243, 1.095], [0.893, -3.056, -0.980], [-0.567, -3.356, -1.326], [-1.398, -3.733, -0.098], [-1.210, -2.248, -2.134], [-1.676, -2.514, -3.418], [-2.270, -1.532, -4.192], [-2.400, -0.246, -3.697], [-1.947, 0.082, -2.425], [-2.037, 1.512, -1.935], [-2.896, 1.703, -0.681], [-0.646, 2.153, -1.863], [-1.368, -0.942, -1.671], [-0.958, -0.631, -0.387], [1.339, -3.906, -0.460], [0.985, -2.180, -0.338], [1.475, -2.868, -1.883], [-0.561, -4.231, -1.981], [-1.500, -2.894, 0.590], [-0.925, -4.557, 0.439], [-2.401, -4.047, -0.387], [-1.568, -3.517, -3.812], [-2.626, -1.769, -5.186], [-2.855, 0.526, -4.305], [-2.583, 2.054, -2.711], [-2.578, 1.137, 0.212], [-3.918, 1.369, -0.859], [-2.917, 2.750, -0.379], [0.061, 1.557, -1.287], [-0.691, 3.149, -1.420], [-0.233, 2.246, -2.867]], "lowdin_charge": [1.255, 0.013, -0.379, -0.139, 0.022, -0.265, 0.005, -0.062, 0.138, -0.369, -0.150, -0.159, -0.015, -0.059, -0.060, -0.060, -0.025, 0.105, 0.097, 0.097, 0.128, 0.089, 0.105, 0.097, 0.115, 0.111, 0.112, 0.111, 0.114, -0.041, -0.351, -0.042, -0.125, -0.013, -0.050, -0.015, -0.130, -0.340, -0.030, -0.032, -0.178, -0.187, 0.087, 0.051, 0.092, 0.133, 0.048, 0.089, 0.094, 0.121, 0.113, 0.121, 0.137, 0.035, 0.100, 0.096, 0.064, 0.083, 0.097], "de_lowest_ev": 0.000, "charge": 1, "orbital_gap_ev": 7.27, "max_force_ev_per_a": 0.2}


[2]
{"formula": "C24H29N2O6P2S6SbZr", "method": "ωB97M-V/def2-TZVPD", "species": ["Zr", "C", "P", "C", "C", "C", "C", "C", "C", "C", "P", "C", "C", "H", "H", "H", "H", "H", "H", "H", "H", "H", "H", "H", "H", "H", "H", "H", "H", "S", "Sb", "S", "S", "S", "O", "C", "O", "C", "O", "O", "C", "C", "C", "C", "C", "N", "H", "H", "H", "H", "H", "H", "H", "H", "H", "O", "S", "O", "N", "C", "S", "C", "C", "C", "C", "C", "C", "H", "H", "H", "H"], "positions_angstrom": [[1.282, 0.017, -0.732], [1.136, -3.581, 1.115], [1.647, -1.838, 1.390], [3.302, -2.129, 2.072], [0.663, -1.318, 2.849], [1.086, -1.516, 4.159], [0.367, -0.994, 5.224], [-0.784, -0.258, 4.988], [-1.223, -0.062, 3.688], [-0.513, -0.593, 2.616], [-1.030, -0.345, 0.882], [-1.920, -1.905, 0.477], [-2.432, 0.805, 0.957], [1.383, -4.197, 1.982], [1.683, -3.941, 0.241], [0.074, -3.664, 0.901], [3.723, -1.217, 2.490], [3.950, -2.435, 1.252], [3.272, -2.920, 2.825], [2.007, -2.050, 4.355], [0.725, -1.138, 6.236], [-1.327, 0.187, 5.812], [-2.105, 0.540, 3.510], [-2.267, -2.398, 1.386], [-1.281, -2.564, -0.107], [-2.774, -1.637, -0.144], [-2.128, 1.763, 1.371], [-3.253, 0.366, 1.529], [-2.744, 0.965, -0.076], [5.309, 2.457, -1.260], [4.625, 0.772, 0.094], [2.528, 1.242, 1.200], [3.608, -0.928, -1.237], [6.117, -0.054, 1.605], [-0.074, -3.019, -3.255], [0.346, -2.008, -2.730], [0.527, -1.843, -1.453], [0.656, -0.719, -3.553], [0.423, -0.675, -4.739], [1.094, 0.251, -2.809], [-4.770, -1.794, -4.462], [-3.329, -2.173, -4.100], [-2.442, -2.182, -5.350], [-3.292, -3.543, -3.409], [-2.817, -1.167, -3.150], [-2.428, -0.403, -2.386], [-5.168, -2.534, -5.159], [-4.806, -0.813, -4.939], [-5.407, -1.772, -3.577], [-2.833, -2.929, -6.047], [-1.412, -2.421, -5.092], [-2.445, -1.207, -5.837], [-3.677, -4.298, -4.099], [-3.914, -3.544, -2.511], [-2.269, -3.797, -3.136], [-1.271, 5.844, 2.150], [-0.391, 4.715, 2.316], [-0.328, 4.118, 3.623], [-0.753, 3.562, 1.184], [0.208, 3.416, 0.326], [0.111, 2.407, -1.077], [1.396, 4.298, 0.561], [2.579, 4.364, -0.149], [3.568, 5.224, 0.310], [3.370, 6.010, 1.442], [2.175, 5.950, 2.152], [1.213, 5.082, 1.684], [2.756, 3.722, -1.002], [4.521, 5.237, -0.203], [4.165, 6.660, 1.785], [2.014, 6.546, 3.041]], "lowdin_charge": [0.868, -0.245, 0.771, -0.333, -0.380, -0.082, -0.088, -0.086, -0.080, -0.377, 0.850, -0.255, -0.285, 0.038, 0.049, 0.014, -0.025, 0.010, 0.036, 0.092, 0.096, 0.098, 0.094, 0.048, 0.005, 0.018, 0.009, 0.044, 0.020, -0.215, -0.140, -0.029, -0.050, -0.268, 0.057, -0.552, -0.298, -0.564, 0.079, -0.284, -0.059, -0.582, -0.041, -0.042, -0.149, 0.237, 0.081, 0.086, 0.083, 0.085, 0.065, 0.092, 0.084, 0.083, 0.070, -0.320, 0.629, -0.313, -0.086, -0.783, 0.582, -0.273, -0.083, -0.076, -0.076, -0.050, -0.239, 0.058, 0.079, 0.096, 0.111], "de_lowest_ev": 0.000, "charge": -2, "orbital_gap_ev": 6.34, "max_force_ev_per_a": 0.6}


[3]
{"formula": "C24H29N3O4S", "method": "ωB97M-V/def2-TZVPD", "species": ["C", "C", "N", "C", "C", "C", "O", "C", "N", "C", "C", "S", "O", "O", "C", "C", "O", "N", "C", "C", "C", "C", "C", "C", "C", "C", "C", "C", "C", "C", "C", "C", "H", "H", "H", "H", "H", "H", "H", "H", "H", "H", "H", "H", "H", "H", "H", "H", "H", "H", "H", "H", "H", "H", "H", "H", "H", "H", "H", "H", "H"], "positions_angstrom": [[1.519, -2.338, -0.695], [3.026, -2.433, -0.924], [3.799, -1.763, 0.101], [4.052, -2.539, 1.307], [5.318, -3.381, 1.184], [4.329, -0.529, 0.046], [5.034, -0.080, 0.931], [3.976, 0.369, -1.155], [2.650, 0.902, -0.978], [2.223, 1.476, 0.176], [0.909, 1.838, 0.064], [-0.054, 2.519, 1.374], [0.645, 3.609, 1.990], [-1.394, 2.769, 0.891], [-0.169, 1.142, 2.573], [-0.450, -0.134, 1.805], [0.228, -1.137, 1.926], [-1.506, -0.031, 0.984], [-1.918, -1.094, 0.088], [-3.418, -1.161, 0.032], [-4.111, -0.672, -1.066], [-5.494, -0.706, -1.096], [-6.217, -1.221, -0.029], [-7.715, -1.242, -0.047], [-5.519, -1.703, 1.073], [-4.138, -1.673, 1.104], [0.481, 1.470, -1.243], [-0.725, 1.582, -1.933], [-0.784, 1.104, -3.223], [0.332, 0.528, -3.837], [1.538, 0.415, -3.181], [1.610, 0.885, -1.873], [1.158, -1.331, -0.878], [1.268, -2.594, 0.330], [1.003, -3.017, -1.368], [3.325, -3.485, -0.914], [3.275, -2.034, -1.909], [3.182, -3.169, 1.498], [4.165, -1.835, 2.133], [5.248, -4.075, 0.348], [5.471, -3.951, 2.095], [6.176, -2.733, 1.030], [4.708, 1.185, -1.154], [4.037, -0.156, -2.108], [2.886, 1.597, 1.010], [0.771, 1.074, 3.111], [-0.980, 1.394, 3.252], [-1.934, 0.880, 0.860], [-1.509, -0.914, -0.914], [-1.492, -2.021, 0.481], [-3.563, -0.267, -1.904], [-6.019, -0.325, -1.961], [-8.105, -0.410, 0.540], [-8.094, -2.164, 0.388], [-8.094, -1.148, -1.062], [-6.066, -2.108, 1.912], [-3.607, -2.052, 1.966], [-1.574, 2.044, -1.456], [-1.705, 1.178, -3.780], [0.247, 0.171, -4.853], [2.394, -0.020, -3.676]], "lowdin_charge": [-0.055, -0.187, -0.058, -0.196, -0.065, -0.448, 0.058, -0.018, -0.017, 0.005, -0.218, 0.710, -0.293, -0.318, -0.105, -0.545, 0.052, 0.089, -0.120, -0.215, -0.032, -0.041, -0.283, -0.053, -0.042, -0.029, -0.146, -0.030, -0.087, -0.082, -0.015, -0.183, 0.053, 0.058, 0.083, 0.119, 0.107, 0.120, 0.122, 0.067, 0.075, 0.076, 0.142, 0.114, 0.150, 0.114, 0.117, 0.111, 0.114, 0.128, 0.104, 0.110, 0.084, 0.078, 0.074, 0.112, 0.117, 0.107, 0.102, 0.102, 0.106], "de_lowest_ev": 1.524, "orbital_gap_ev": 9.29, "max_force_ev_per_a": 0.8, "smiles": "CCN(CC)C(=O)Cn1cc(S(=O)(=O)CC(=O)NCc2ccc(C)cc2)c2ccccc21"}


[4]
{"formula": "C24H29N3O6S", "method": "ωB97M-V/def2-TZVPD", "species": ["C", "C", "C", "C", "C", "S", "O", "O", "N", "C", "C", "O", "N", "C", "C", "O", "N", "C", "C", "C", "C", "C", "C", "C", "C", "C", "C", "C", "O", "C", "C", "O", "C", "C", "H", "H", "H", "H", "H", "H", "H", "H", "H", "H", "H", "H", "H", "H", "H", "H", "H", "H", "H", "H", "H", "H", "H", "H", "H", "H", "H", "H", "H"], "positions_angstrom": [[-4.398, -4.710, 0.947], [-3.227, -3.875, 0.535], [-2.341, -4.334, -0.437], [-1.244, -3.576, -0.807], [-1.032, -2.357, -0.195], [0.333, -1.334, -0.696], [0.813, -0.591, 0.435], [1.285, -2.077, -1.462], [-0.486, -0.312, -1.760], [0.395, 0.526, -2.544], [1.365, 1.420, -1.768], [2.535, 1.469, -2.119], [0.923, 2.147, -0.718], [1.905, 2.917, 0.039], [2.695, 2.081, 1.069], [2.522, 2.221, 2.265], [3.603, 1.281, 0.508], [4.451, 0.379, 1.258], [3.895, -1.052, 1.269], [4.449, -1.727, 0.002], [5.485, -0.755, -0.586], [5.793, 0.230, 0.543], [-0.399, 2.168, -0.220], [-0.640, 1.863, 1.118], [-1.931, 1.896, 1.606], [-2.999, 2.231, 0.781], [-2.757, 2.542, -0.561], [-1.456, 2.530, -1.047], [-3.767, 2.861, -1.432], [-5.051, 2.540, -0.943], [-5.185, 2.967, 0.517], [-4.261, 2.261, 1.316], [-1.894, -1.879, 0.773], [-2.991, -2.641, 1.135], [-5.204, -4.090, 1.330], [-4.098, -5.398, 1.738], [-4.767, -5.301, 0.113], [-2.515, -5.292, -0.904], [-0.543, -3.910, -1.554], [-1.174, 0.222, -1.245], [-0.202, 1.125, -3.237], [1.023, -0.154, -3.125], [1.379, 3.711, 0.571], [2.611, 3.350, -0.676], [3.588, 1.165, -0.498], [4.533, 0.794, 2.266], [2.808, -1.037, 1.280], [4.242, -1.565, 2.166], [4.913, -2.681, 0.252], [3.648, -1.924, -0.709], [5.061, -0.223, -1.438], [6.382, -1.270, -0.930], [6.521, -0.198, 1.234], [6.175, 1.183, 0.180], [0.180, 1.598, 1.763], [-2.138, 1.670, 2.639], [-1.296, 2.813, -2.075], [-5.764, 3.067, -1.579], [-5.219, 1.456, -1.020], [-6.175, 2.734, 0.910], [-5.000, 4.047, 0.597], [-1.687, -0.928, 1.238], [-3.670, -2.277, 1.891]], "lowdin_charge": [-0.046, -0.266, -0.026, -0.041, -0.277, 0.683, -0.273, -0.267, -0.103, -0.131, -0.423, 0.053, 0.017, -0.020, -0.475, 0.054, 0.126, -0.295, -0.126, -0.166, -0.183, -0.143, -0.238, -0.010, 0.021, -0.199, -0.190, 0.061, -0.021, -0.146, -0.147, -0.024, -0.046, -0.023, 0.078, 0.089, 0.079, 0.116, 0.115, 0.078, 0.130, 0.126, 0.139, 0.135, 0.109, 0.145, 0.080, 0.112, 0.103, 0.081, 0.100, 0.103, 0.115, 0.112, 0.112, 0.129, 0.135, 0.134, 0.139, 0.134, 0.141, 0.102, 0.116], "de_lowest_ev": 0.654, "orbital_gap_ev": 8.90, "max_force_ev_per_a": 0.9, "smiles": "Cc1ccc(S(=O)(=O)NCC(=O)N(CC(=O)NC2CCCC2)c2ccc3c(c2)OCCO3)cc1"}